Below is a structure of composition C39H57BrClI2NO12S7 in a non-equilibrium geometry, with properties calculated with ωB97M-V/def2-TZVPD.

Geometry as XYZ:
```
120
Properties=species:S:1:pos:R:3:forces:R:3
C -3.88653 3.94472 2.87505 0.21 -0.07 0.14
C -4.38445 3.90047 1.46820 -0.03 -0.06 -0.45
I -3.21609 4.91015 0.03952 -0.04 -0.01 0.34
C -5.49432 3.25380 1.12668 -0.01 0.00 -0.41
I -6.27416 3.14678 -0.83713 0.11 -0.04 0.29
C -6.30740 2.53268 2.12569 -0.36 0.08 0.10
C -7.28129 3.22195 2.83561 -0.01 -0.26 0.02
C -8.06812 2.57361 3.77562 0.20 -0.04 0.11
S -9.26526 3.58257 4.60914 -1.08 1.05 -0.51
C -8.77856 3.67124 6.30450 0.34 -0.23 0.19
O -9.13557 4.92458 4.09277 0.64 -0.09 0.03
O -10.57837 3.01522 4.47941 0.24 -0.61 0.36
C -7.87551 1.21239 4.02105 0.01 0.07 0.01
Br -8.92331 0.29483 5.29834 0.07 -0.04 -0.11
C -6.89998 0.51567 3.32110 0.39 -0.33 0.05
C -6.10430 1.17322 2.37128 -0.43 0.32 -0.08
N -5.12340 0.47009 1.67890 0.00 0.11 0.17
C -4.26738 -0.31514 2.47247 0.60 -0.52 0.20
C -2.88378 -0.25525 2.33852 -0.36 -0.14 0.22
C -2.06208 -1.03095 3.14974 0.18 -0.12 -0.37
C -0.57058 -0.91187 2.99933 0.28 0.39 0.64
C 0.05448 0.26903 3.79577 -0.47 0.32 -0.29
C 0.13674 1.57050 2.97470 -0.33 -0.25 0.49
Cl -0.88697 0.62623 5.30991 0.16 -0.19 0.12
C -2.61548 -1.90174 4.08801 -0.34 0.41 -0.39
C -3.99753 -1.96013 4.22579 0.38 0.03 -0.03
C -4.80697 -1.17188 3.42383 -0.57 0.28 -0.09
S -6.58278 -1.21129 3.56872 0.00 -0.08 0.06
H -4.12133 4.90188 3.33441 0.09 0.18 0.01
H -2.81306 3.78531 2.91436 0.16 0.12 -0.02
H -4.34736 3.16869 3.47790 -0.13 -0.09 0.03
H -7.43258 4.27731 2.66725 -0.05 0.08 -0.02
H -9.40744 4.42963 6.75652 -0.27 0.02 -0.03
H -7.74861 4.00679 6.37219 0.14 0.03 -0.18
H -8.88149 2.71551 6.80464 -0.15 -0.08 -0.01
H -4.61429 1.05792 1.03388 0.00 0.02 -0.06
H -2.45521 0.40526 1.59726 0.10 0.08 -0.09
H -0.30807 -0.72959 1.96090 0.06 -0.16 -0.20
H -0.07783 -1.81349 3.34181 -0.14 -0.22 -0.10
H 1.02556 -0.02375 4.17173 0.20 -0.03 -0.03
H -0.34223 2.36996 3.52798 0.04 0.22 0.02
H 1.16134 1.86781 2.78218 0.13 -0.08 -0.21
H -0.41485 1.44496 2.04956 0.15 0.10 -0.28
H -1.96076 -2.49349 4.70444 0.06 -0.16 0.09
H -4.43679 -2.62566 4.95268 -0.13 -0.01 0.09
C -1.82065 1.60775 -3.99458 -0.03 -0.05 0.20
C -2.32948 2.28292 -2.71193 -0.01 -0.03 -0.10
C -1.92654 1.38989 -1.53055 -0.30 0.19 0.00
S -0.43484 0.53346 -2.05054 0.07 0.29 -0.30
O -0.70540 -0.87999 -2.15256 0.05 -0.18 0.22
O 0.69234 1.01709 -1.29071 0.03 -0.21 0.17
C -0.38043 1.20033 -3.70097 -0.13 0.11 -0.26
H -1.87780 2.26797 -4.85773 0.01 0.00 0.00
H -2.42338 0.72223 -4.20763 0.03 -0.01 -0.04
H -1.86652 3.26601 -2.60512 0.02 -0.02 0.01
H -3.40818 2.43153 -2.73377 0.00 0.03 0.05
H -1.70817 1.96420 -0.63232 0.08 -0.06 0.04
H -2.68474 0.63775 -1.31459 0.06 -0.09 -0.04
H 0.00929 0.44723 -4.38122 0.08 0.01 0.04
H 0.28135 2.06567 -3.68480 0.04 -0.02 0.01
C 4.27135 -1.43324 -5.60591 0.06 0.19 -0.07
C 4.72156 -0.06757 -6.14810 -0.47 -0.44 0.02
C 3.74119 0.32877 -7.25985 0.30 0.16 0.07
S 2.18198 -0.46676 -6.85746 0.27 0.00 0.28
O 1.87491 -1.44277 -7.87310 -0.18 0.04 -0.06
O 1.20701 0.53154 -6.47432 -0.16 -0.07 -0.12
C 2.76618 -1.32429 -5.39770 0.13 -0.09 0.07
H 4.77915 -1.69282 -4.67902 -0.05 -0.04 -0.05
H 4.49031 -2.21379 -6.33733 -0.02 -0.04 0.03
H 4.68609 0.67250 -5.34852 -0.01 0.03 0.01
H 5.73284 -0.09700 -6.52206 0.08 -0.02 -0.07
H 3.58470 1.40329 -7.31065 -0.12 -0.01 -0.07
H 4.06001 -0.04309 -8.23148 -0.10 -0.07 -0.01
H 2.26591 -2.28633 -5.31701 -0.06 0.09 -0.10
H 2.52923 -0.70400 -4.53223 -0.03 0.02 0.00
C 2.34903 -1.47499 6.80518 -0.11 -0.03 0.00
C 1.97630 -2.38769 7.98126 0.05 0.01 -0.05
C 1.05496 -3.48576 7.43466 0.02 0.15 0.32
S 1.50639 -3.70307 5.70818 0.23 0.05 0.20
O 0.38981 -3.29542 4.88863 -0.02 -0.18 -0.01
O 2.13756 -4.98172 5.52481 -0.14 -0.05 -0.15
C 2.74012 -2.40734 5.66148 0.08 0.29 0.12
H 3.16173 -0.79656 7.06004 0.00 0.00 0.00
H 1.48346 -0.87193 6.51776 0.02 0.00 -0.01
H 2.88080 -2.83738 8.39531 0.00 -0.01 -0.02
H 1.49012 -1.83365 8.78242 -0.01 -0.01 0.00
H 1.18538 -4.43386 7.94951 -0.05 -0.07 -0.11
H 0.00875 -3.18739 7.46671 -0.01 -0.01 -0.11
H 2.72612 -1.93190 4.68299 -0.04 -0.13 -0.06
H 3.70940 -2.87227 5.83769 -0.01 -0.06 -0.03
C 8.69148 3.42569 -3.84322 -0.09 -0.05 0.02
C 8.02191 2.60177 -2.73464 0.05 0.01 -0.05
C 7.12230 1.56144 -3.41462 -0.02 0.14 0.30
S 7.86687 1.23289 -5.01902 0.35 0.18 0.26
O 6.97363 1.69890 -6.04948 0.20 0.12 -0.08
O 8.40226 -0.10320 -5.03840 -0.18 -0.06 -0.22
C 9.20217 2.41391 -4.86477 0.11 0.26 0.15
H 9.50088 4.04274 -3.45664 0.00 0.01 0.00
H 7.95698 4.08624 -4.30890 0.02 0.01 -0.03
H 8.78831 2.09607 -2.14443 0.00 -0.01 -0.02
H 7.44727 3.22926 -2.05538 -0.01 -0.01 0.01
H 7.07037 0.63033 -2.85611 -0.04 -0.07 -0.12
H 6.11901 1.94603 -3.58826 0.01 -0.01 -0.10
H 9.41525 2.84499 -5.83987 -0.06 -0.12 -0.06
H 10.07380 1.87678 -4.49196 -0.02 -0.05 -0.02
C 0.54827 -5.73902 -4.20794 -0.02 0.08 0.07
C 0.11120 -4.29726 -3.91245 0.06 -0.06 -0.04
C 1.09190 -3.72437 -2.88265 -0.30 0.12 -0.09
S 2.64567 -4.58690 -3.13590 -0.22 -0.07 -0.12
O 2.94248 -5.37391 -1.96675 0.16 0.08 0.01
O 3.61998 -3.67511 -3.68845 0.14 -0.12 0.20
C 2.05678 -5.67908 -4.42730 -0.20 -0.15 -0.13
H 0.03638 -6.14766 -5.07788 0.01 -0.01 0.00
H 0.32160 -6.37833 -3.35202 0.02 -0.02 -0.01
H 0.15347 -3.70898 -4.83204 0.00 0.00 -0.01
H -0.91123 -4.25016 -3.54241 0.00 0.03 0.01
H 1.25579 -2.65867 -3.01766 0.06 0.01 0.13
H 0.76609 -3.91819 -1.86317 0.10 -0.02 0.03
H 2.55387 -6.64204 -4.33804 0.11 0.06 0.06
H 2.30007 -5.21830 -5.38471 0.04 0.03 0.01
```
Forces are in eV/Å.

Charge = 0
E_tot = -242039.30884 eV
E_HOMO = -8.18 eV
Orbital gap = 7.7 eV
Spin multiplicity = 1



Below is the molecule C8H15N2P in a non-equilibrium geometry, with properties calculated with ωB97M-V/def2-TZVPD.

Geometry as XYZ:
```
26
Properties=species:S:1:pos:R:3:forces:R:3
C 0.62785 0.39062 1.94042 1.78 1.55 -0.02
C 0.22185 -0.46783 0.89225 -1.78 -2.34 -1.06
C 0.54438 -0.18165 -0.35210 -0.56 0.52 3.03
C -0.43788 -1.84971 1.14619 3.14 0.52 1.31
C -2.41179 1.83682 -2.76350 3.38 -1.26 -1.07
C 0.87306 0.11504 -1.52813 1.52 0.91 -2.74
C -1.03860 1.71990 -2.02423 -2.64 -0.95 1.49
C -0.17444 0.57419 -2.55340 -0.78 -0.78 0.85
N 1.15300 -0.06612 3.04974 -0.27 1.22 -0.04
N 2.67075 -2.12059 1.70142 -0.16 0.87 1.83
P 2.10659 -1.69383 3.06336 2.46 -1.13 -1.20
H 0.75572 1.46266 1.58611 -0.29 -1.05 1.07
H -1.35175 -1.77463 1.66212 -1.25 0.22 0.54
H -0.49812 -2.49440 0.29256 -0.06 0.07 -0.62
H 0.34443 -2.29978 1.81875 -1.29 -0.31 -0.84
H -2.15200 2.01875 -3.81705 -0.57 -0.37 0.06
H -2.89489 0.92377 -2.58428 -1.13 -1.26 -0.34
H -2.98258 2.62137 -2.43569 -1.32 1.99 1.02
H 1.91932 -0.10896 -1.74303 -0.14 0.06 -0.44
H 1.06128 -2.31656 3.58617 -1.92 -1.30 0.88
H -1.35027 1.55184 -0.90062 1.19 0.46 -1.96
H -0.63975 2.66405 -2.21171 1.45 1.56 0.43
H 0.16206 0.78684 -3.62494 -0.32 -0.81 1.64
H -0.80804 -0.34222 -2.35159 0.08 0.88 -1.89
H 1.58121 0.57993 3.72457 -0.52 0.18 -0.70
H 2.71863 -1.52950 4.42661 -0.01 0.57 -1.23
```
Forces are in eV/Å.

Charge = 0
E_tot = -20801.33684 eV
Energy above the lowest of the compared OMol25 structures with the same formula, charge and spin = 525.5 kJ/mol
E_HOMO (spin up / spin down) = -7.27 / -7.27 eV
Orbital gap (spin up / spin down) = 6.5 / 6.5 eV
Spin multiplicity = 1